No. 1
Computed, not measured: an isolated ion of composition C13H19N2 and charge +1, with ωB97M-V/def2-TZVPD.

Structure (ORCA input):
```
! RIJCOSX wB97M-V def2-TZVPD def2/J DEFGRID3
* xyz 1 1
C -0.03279 -1.51567 -2.96405
C 0.18790 -1.19300 -1.49541
C 1.61125 -1.55815 -1.05749
C 2.05178 -0.95063 0.28990
C 0.92980 -0.85558 1.29089
C 0.28651 -1.99734 1.75624
C -0.77480 -1.89560 2.63811
C -1.21309 -0.65131 3.06547
C -0.57385 0.49255 2.62143
C 0.48851 0.39433 1.73254
N -0.04897 0.26301 -1.22881
C -1.40121 0.78287 -1.53965
C -1.56304 2.19369 -0.96306
C -0.44235 3.01319 -1.36904
N 0.50131 3.56646 -1.69479
H 0.26203 -2.54372 -3.15338
H -1.07553 -1.41827 -3.25190
H 0.57525 -0.87500 -3.59921
H -0.53513 -1.73511 -0.87719
H 1.65436 -2.64529 -0.99927
H 2.32110 -1.25116 -1.82715
H 2.48344 0.04072 0.13225
H 2.84701 -1.57605 0.69766
H 0.63314 -2.96964 1.44057
H -1.25583 -2.78979 3.00207
H -2.03531 -0.57612 3.75898
H -0.88693 1.46257 2.97722
H 1.02912 1.29210 1.45305
H 0.64861 0.81686 -1.74265
H 0.12969 0.39444 -0.20023
H -2.14215 0.11296 -1.09866
H -1.53897 0.80336 -2.62240
H -2.48826 2.64434 -1.32816
H -1.60464 2.17160 0.12982
*
```

ΔE to the lowest compared entry with this formula, charge and spin (eV): 0.000
Lowest unoccupied orbital energy (hartree): -0.0915
E (eV): -16763.3080
Kohn-Sham gap (eV): 10.407
HOMO (Ha): -0.4739

No. 2
Computed, not measured: the molecule C2N2O at a distorted geometry, with ωB97M-V/def2-TZVPD.

Structure (ORCA input):
```
! RIJCOSX wB97M-V def2-TZVPD def2/J DEFGRID3
* xyz 0 1
C 0.03179 -0.53953 -0.06828
C -1.13574 -0.08270 0.04466
N 1.15631 -0.08683 0.08436
N 2.15586 0.39281 -0.04616
O -2.20822 0.31624 -0.01458
*
```

ΔE to the lowest compared entry with this formula, charge and spin (eV): 0.000
Lowest unoccupied orbital energy (hartree): 0.0048
E (eV): -7098.5188
Kohn-Sham gap (eV): 9.969
HOMO (Ha): -0.3616

No. 3
Computed, not measured: a 3-piece molecular cluster, C21H31BrClF2NO13S overall at a distorted geometry, with ωB97M-V/def2-TZVPD.

Structure (ORCA input):
```
! RIJCOSX wB97M-V def2-TZVPD def2/J DEFGRID3
* xyz 0 1
C -2.87600 1.48175 -3.52297
C -1.33839 1.34512 -3.37598
C -0.81755 1.74867 -1.98567
Cl 0.81676 2.50924 -2.28385
C -0.80700 0.63167 -0.87822
C -1.42499 -0.66948 -1.40073
C -1.58951 -1.80553 -0.40468
O -2.45545 -1.84123 0.42380
Br -0.30207 -3.28992 -0.47345
O -1.84748 1.13177 0.03001
S -1.21418 2.25824 1.00631
O -1.53745 3.57233 0.59751
O -1.61660 1.92147 2.31942
O 0.31124 1.94803 0.62633
C 0.38608 0.57954 0.09793
C 1.76062 0.15079 -0.45287
C 1.78859 -0.46711 -1.86267
N 3.13080 -0.16470 -2.43192
C 0.20563 -0.28303 1.40389
C 0.84193 0.24183 2.69499
C 2.38375 0.25237 2.75086
C 3.01459 1.57953 2.37021
O 2.59202 2.60727 3.30922
C 2.88343 3.82761 2.73666
C 1.86398 4.48086 1.83336
O 3.95496 4.35013 2.93676
H -3.14652 1.81674 -4.52089
H -3.24652 2.19243 -2.78776
H -3.35332 0.51049 -3.39576
H -0.95908 0.39990 -3.75877
H -0.93854 2.09745 -4.05310
H -1.43259 2.57781 -1.66307
H -0.84682 -1.05043 -2.23616
H -2.43575 -0.43538 -1.72767
H 2.36854 1.05395 -0.51312
H 2.29078 -0.51825 0.20730
H 1.75500 -1.55088 -1.77254
H 1.05787 -0.05922 -2.55622
H 3.02677 0.65561 -3.01324
H 3.47926 -0.94804 -2.96407
H -0.85498 -0.43474 1.60708
H 0.59226 -1.28695 1.24379
H 0.52962 -0.45467 3.47508
H 0.49933 1.21435 3.03100
H 2.64048 0.12277 3.80744
H 2.84316 -0.60717 2.24359
H 2.74516 1.92309 1.37242
H 4.09633 1.46892 2.47247
H 1.81481 3.96652 0.87386
H 0.87586 4.48433 2.29173
H 2.17276 5.49690 1.61512
O 2.65857 -2.49024 2.11927
C 3.18706 -3.13450 1.27509
O 3.61012 -4.41005 1.42636
C 4.06065 -4.87049 0.14678
C 4.38680 -3.57508 -0.55492
F 4.15994 -3.65539 -1.88949
O 3.45373 -2.67736 0.01856
H 3.25456 -5.41385 -0.34859
H 4.92129 -5.52650 0.24720
H 5.39912 -3.20661 -0.38228
O -6.89929 0.60527 -1.64659
C -6.62118 -0.15571 -0.78508
O -5.37989 -0.29774 -0.25478
C -5.48197 -1.21134 0.84365
C -6.72951 -1.98152 0.49675
F -7.40107 -2.37546 1.60678
O -7.50379 -1.01738 -0.19601
H -5.58926 -0.65256 1.77452
H -4.60319 -1.84024 0.90942
H -6.56426 -2.84599 -0.14942
*
```

Lowest unoccupied orbital energy (hartree): -0.0071
E (eV): -149221.1660
Kohn-Sham gap (eV): 9.582
HOMO (Ha): -0.3593

No. 4
Computed, not measured: a 3-piece molecular cluster, C2H11N2O2 overall at a distorted geometry, with ωB97M-V/def2-TZVPD.

Structure (ORCA input):
```
! RIJCOSX wB97M-V def2-TZVPD def2/J DEFGRID3
* xyz 1 1
C -2.40744 0.46311 -0.90550
N 0.79292 1.55424 0.31385
C -0.49465 1.60533 0.02203
N -1.12387 0.48530 -0.19762
H -2.87016 1.44637 -0.90133
H -3.03549 -0.33853 -0.49303
H -2.29462 0.12050 -1.97435
H 1.30952 0.72005 0.54452
H 1.34401 2.40493 0.49967
H -1.09374 2.52132 0.11192
H -0.61916 -0.39863 -0.28216
H 1.93868 -2.05938 -1.30981
H 1.20724 -2.87359 -0.20027
O 1.11039 -2.11599 -0.81763
H 1.51635 -1.73520 1.75673
H 2.82695 -0.90432 1.79239
O 1.89306 -0.89552 2.04059
*
```

ΔE to the lowest compared entry with this formula, charge and spin (eV): 0.731
Lowest unoccupied orbital energy (hartree): -0.1232
E (eV): -9321.5751
Kohn-Sham gap (eV): 11.427
HOMO (Ha): -0.5431

No. 5
Computed, not measured: a 2-piece molecular cluster, C2H6N3OS overall at a distorted geometry, with ωB97M-V/def2-TZVPD.

Structure (ORCA input):
```
! RIJCOSX wB97M-V def2-TZVPD def2/J DEFGRID3
* xyz 1 1
C 2.68982 0.03963 -0.03865
C -1.42940 0.28271 0.15329
N 3.52415 -0.44816 0.57640
N -2.72479 0.44342 0.44136
N 1.64893 0.43789 -0.67742
O -0.51883 1.06070 0.36208
S -1.19792 -1.39422 -0.51251
H 4.48258 -0.52954 0.85488
H 0.74741 0.92252 -0.25604
H -3.11582 1.25552 0.82028
H -3.26932 -0.27953 0.21305
H -2.48435 -1.69226 -0.37491
H 1.64753 -0.09868 -1.56181
*
```

ΔE to the lowest compared entry with this formula, charge and spin (eV): 1.305
Lowest unoccupied orbital energy (hartree): -0.1164
E (eV): -19516.9165
Kohn-Sham gap (eV): 10.765
HOMO (Ha): -0.5121

No. 6
Computed, not measured: C16H41AlBrFO5PS3 as an isolated structure at a distorted geometry, with ωB97M-V/def2-TZVPD.

Structure (ORCA input):
```
! RIJCOSX wB97M-V def2-TZVPD def2/J DEFGRID3
* xyz -1 1
C 5.55518 -0.70650 1.28031
C 4.67107 -1.27781 -0.02005
C 5.54614 -2.31240 -0.93755
C 4.10703 0.05126 -0.81727
C 5.33501 0.89224 -1.58159
C 2.92769 -0.25114 -1.91256
O 1.65636 -0.73576 -1.35829
Al 0.84439 0.56145 -0.22519
C 1.53580 2.42838 -0.87379
C -1.18952 0.64161 -0.41583
C -2.03522 -0.42366 0.49113
C -3.29660 -0.96213 -0.41366
F -2.94088 -2.37651 -0.80640
P 1.62804 0.07982 1.91941
O 2.48088 1.53288 2.48450
Br -0.03774 -0.28404 3.41040
H 6.60521 -1.24473 1.36480
H 4.93914 -0.91275 2.27316
H 5.65806 0.47594 1.21089
H 3.72798 -1.81185 0.46671
H 4.99801 -3.36993 -0.93992
H 5.68453 -1.85606 -2.00447
H 6.63120 -2.45162 -0.48451
H 3.73986 0.79967 0.03764
H 6.28449 0.23985 -1.77869
H 4.97850 1.38298 -2.59045
H 5.67377 1.76250 -0.84419
H 2.72310 0.64901 -2.67010
H 3.34208 -1.13156 -2.60445
H 1.19727 3.25723 -0.10616
H 2.68415 2.43399 -1.09766
H 0.98038 2.63831 -1.88689
H -1.47086 0.45213 -1.54166
H -1.55676 1.73705 -0.16632
H -1.38729 -1.33698 0.90482
H -2.51490 0.20234 1.38760
H -3.51463 -0.30606 -1.37586
H -4.29529 -0.96667 0.21533
H 3.45507 1.26347 2.34000
C -4.77893 4.76645 0.43074
S -3.54910 3.43989 0.41208
O -4.17007 2.25896 -0.27338
C -3.59467 3.12125 2.19218
H -4.94384 5.10192 -0.59588
H -5.71989 4.39814 0.84665
H -4.40598 5.60163 1.02800
H -4.60924 2.85516 2.49845
H -3.26119 4.01113 2.73074
H -2.91999 2.29083 2.41406
C -4.82080 -2.49549 3.52025
S -4.65718 -1.27854 4.84873
O -3.92020 -0.09751 4.29008
C -3.48090 -2.23744 5.83324
H -5.49112 -2.09041 2.75851
H -3.84375 -2.69490 3.07343
H -5.24566 -3.41861 3.92110
H -2.58719 -2.45276 5.24258
H -3.95032 -3.16907 6.15703
H -3.20177 -1.64958 6.71103
C 0.97027 -1.45146 -5.49288
S -0.78054 -1.00377 -5.57570
O -0.89175 0.44916 -5.21977
C -1.28393 -1.95917 -4.12443
H 1.50004 -0.93226 -6.29502
H 1.38803 -1.15027 -4.52914
H 1.07804 -2.53010 -5.62808
H -0.72605 -1.62630 -3.24583
H -1.10110 -3.02080 -4.30516
H -2.35192 -1.80004 -3.95682
*
```

ΔE to the lowest compared entry with this formula, charge and spin (eV): 4.788
Lowest unoccupied orbital energy (hartree): 0.0791
E (eV): -148642.9493
Kohn-Sham gap (eV): 6.289
HOMO (Ha): -0.1520